# C16H48O24S2Y2

C16H48O24S2Y2 as an isolated structure (ωB97M-V with the def2-TZVPD basis set, the OMol25 dataset).

Its spin multiplicity is 2. As for the total charge: +3. The frontier orbital gap (spin up / spin down) comes out at 8.1 / 3.5 eV. Its expectation value of S² is 0.76. For the lowest unoccupied orbital energy (spin up / spin down), the calculation gives -8.00 / -12.61 eV. The calculation puts the total energy at -90247.0369 eV.

Last column: Löwdin charge in e.
CARTESIAN COORDINATES (ANGSTROEM)
Y: -15.5995 -11.3583 2.4211  1.88
Y: -18.9043 -14.0447 -1.1620  1.75
S: -16.9534 -14.4460 1.0701  0.30
O: -18.4056 -14.3121 1.1024  -0.38
O: -16.3311 -13.4244 1.8996  -0.41
O: -16.4788 -15.7969 1.4083  -0.26
O: -16.7789 -14.1517 -0.3511  -0.41
S: -18.5810 -10.7630 0.3516  0.47
O: -18.7442 -11.9781 -0.4478  -0.36
O: -19.6347 -10.7581 1.3547  -0.32
O: -17.2741 -10.7609 1.0803  -0.39
O: -18.6793 -9.5939 -0.5704  -0.33
C: -16.5671 -7.0341 3.1310  -0.20
C: -17.2134 -8.3811 3.2920  -0.20
O: -16.2362 -9.3627 3.5667  -0.15
O: -15.8973 -6.5977 4.3292  -0.03
H: -17.3719 -6.3171 2.9692  0.14
H: -15.8242 -7.0283 2.3334  0.12
H: -17.7612 -8.5989 2.3751  0.10
H: -18.0475 -8.4601 3.9892  0.15
H: -15.9424 -9.1603 4.4579  0.12
H: -14.9544 -6.7636 4.4000  0.09
C: -17.4044 -9.3318 -4.9540  -0.25
C: -17.7401 -9.0866 -3.5281  -0.25
O: -17.1392 -9.9585 -2.5864  -0.06
O: -17.9020 -10.5916 -5.2710  -0.04
H: -16.3221 -9.3495 -5.0815  0.14
H: -17.8328 -8.5542 -5.5864  0.14
H: -18.8185 -9.0353 -3.3781  0.12
H: -17.4957 -8.0297 -3.4211  0.13
H: -17.5966 -9.7695 -1.7638  -0.01
H: -17.6226 -10.6921 -6.1839  0.11
C: -14.9182 -9.4385 -0.1749  -0.16
C: -14.5001 -10.7802 -0.6728  -0.23
O: -14.9303 -11.8802 0.0943  -0.11
O: -14.6327 -9.4030 1.2614  -0.12
H: -15.9684 -9.3447 -0.4512  0.10
H: -14.3400 -8.7155 -0.7501  0.16
H: -13.4163 -10.8351 -0.7753  0.14
H: -14.7666 -10.7194 -1.7280  0.13
H: -14.6998 -12.5984 -0.4994  0.12
H: -14.1397 -8.5922 1.4066  0.12
C: -18.4652 -11.8882 4.7621  -0.16
C: -17.2121 -12.5662 5.3727  -0.14
O: -15.9486 -12.1266 4.8085  -0.13
O: -18.1898 -11.6003 3.3988  -0.12
H: -18.6731 -10.9396 5.2572  0.13
H: -19.2654 -12.6127 4.9131  0.14
H: -17.4110 -13.6375 5.3424  0.14
H: -17.2328 -12.3343 6.4375  0.14
H: -15.2828 -12.3877 5.4489  0.12
H: -18.9724 -11.2485 2.9682  0.05
C: -20.0447 -6.7423 0.0005  -0.04
C: -20.5889 -7.0925 -1.4015  -0.09
O: -21.0400 -8.4619 -1.3629  0.04
O: -18.6355 -7.1343 -0.0097  0.13
H: -20.6236 -7.3240 0.7178  0.15
H: -20.1828 -5.6700 0.1391  0.15
H: -19.9806 -6.8674 -2.2775  0.15
H: -21.4434 -6.4171 -1.4441  0.16
H: -20.2863 -9.0474 -1.2593  0.05
H: -18.5950 -8.0648 -0.2422  0.01
C: -16.9798 -15.0488 -3.7255  -0.20
C: -16.6697 -13.6010 -3.5145  -0.18
O: -17.7723 -12.9200 -2.9031  -0.15
O: -17.5522 -15.6300 -2.5913  -0.10
H: -16.0555 -15.5826 -3.9466  0.15
H: -17.6598 -15.1366 -4.5728  0.14
H: -16.3706 -13.2128 -4.4881  0.15
H: -15.8662 -13.3528 -2.8210  0.12
H: -17.7092 -12.0300 -3.2575  0.07
H: -17.5424 -16.5855 -2.6833  0.14
C: -22.5627 -10.2645 2.5875  -0.23
C: -22.1304 -11.5966 3.2689  -0.18
O: -21.3068 -12.3389 2.3599  -0.10
O: -21.5502 -9.3219 2.3921  -0.07
H: -23.3804 -9.7701 3.1120  0.13
H: -23.0202 -10.4612 1.6178  0.11
H: -22.9181 -12.3363 3.4119  0.13
H: -21.7297 -11.3640 4.2556  0.11
H: -20.5070 -11.8786 2.0952  0.00
H: -20.8737 -9.6915 1.8199  0.01
C: -22.1389 -13.5469 -0.6700  -0.16
C: -21.6745 -12.3926 -1.5855  -0.18
O: -20.5886 -12.7884 -2.4085  -0.11
O: -20.9862 -14.1509 -0.1048  -0.14
H: -22.5406 -14.3806 -1.2460  0.14
H: -22.8466 -13.1387 0.0515  0.14
H: -21.3904 -11.5998 -0.8935  0.11
H: -22.5435 -12.0878 -2.1686  0.15
H: -20.6852 -12.1606 -3.1282  0.13
H: -21.4028 -14.5891 0.6408  0.14